[1]
Molecular formula: C3H7ClS
Method: DFT, the ωB97M-V functional and the def2-TZVPD basis

Cartesian coordinates (Å):
1 C -0.29599 1.00284 -1.13539
2 C 0.02779 -0.78764 1.38310
3 C 0.92380 0.39684 -0.53783
4 S -1.64380 -1.10383 1.07587
5 Cl 2.12978 1.45135 0.07174
6 H -1.16379 0.36792 -0.93167
7 H -0.49100 1.98670 -0.71893
8 H -0.20649 1.08850 -2.21974
9 H 0.18248 0.00575 2.09334
10 H 0.69155 -1.62979 1.43722
11 H 1.33699 -0.47070 -1.03043
12 H -1.49131 -2.30795 0.51270

- largest force on an atom (hartree/bohr) = 0.0629
- HOMO level (eV) = -7.57
- lowest unoccupied orbital energy (Ha) = 0.02360
- relative energy (zero: lowest compared OMol25 entry of this formula, charge and spin) (kJ/mol) = 246.5
- frontier orbital gap (hartree) = 0.3018

=====

[2]
Molecular formula: C26H15Br2F5HfN2O2S
Method: DFT, the ωB97M-V functional and the def2-TZVPD basis

Cartesian coordinates (Å):
1 Hf 0.33476 0.33072 1.95543
2 C -1.98507 -1.65247 3.35985
3 O -0.77170 -1.42744 2.55167
4 C -0.87705 -2.20304 1.34317
5 C -0.91677 -3.55709 1.46002
6 C -1.30662 -4.30500 0.33204
7 Br -1.57361 -6.13110 0.70400
8 C -1.52954 -3.67399 -0.88912
9 C -1.07162 -2.36651 -1.04129
10 C -0.94993 -1.58424 0.14741
11 O -1.10253 -0.16548 0.19271
12 C -0.79534 -1.90458 -2.34279
13 N -1.25652 -2.51242 -3.44649
14 C -0.57019 -1.91279 -4.49966
15 C -0.66501 -2.19838 -5.87520
16 C 0.20104 -1.48522 -6.70705
17 C 1.06805 -0.50194 -6.23611
18 C 1.17752 -0.16303 -4.83804
19 C 0.33977 -0.88915 -4.00956
20 N 0.05621 -0.84788 -2.61366
21 H -2.22076 -2.70116 3.30297
22 H -2.80011 -1.08249 2.90191
23 H -1.76405 -1.37389 4.44738
24 H -0.73994 -4.00072 2.40838
25 H -1.86541 -4.21236 -1.78144
26 H -0.97346 0.18794 -0.74897
27 H -1.34884 -2.93812 -6.24317
28 H 0.19239 -1.75444 -7.76382
29 H 1.72969 0.01988 -6.95441
30 H 1.72898 0.73625 -4.48084
31 H 0.83640 -0.55571 -2.02794
32 F 2.50046 4.10605 -3.19853
33 C 2.18368 3.83387 -1.93797
34 C 1.21523 2.84201 -1.63974
35 F 0.74040 2.04291 -2.58958
36 C 1.19486 2.44832 -0.29376
37 F 0.33397 1.44221 0.04561
38 C 2.06576 2.89512 0.75473
39 S 2.44675 1.86358 2.07935
40 C 2.72265 4.10987 0.42161
41 F 3.23215 4.86251 1.43347
42 C 2.76821 4.55939 -0.90972
43 F 3.50926 5.62191 -1.27906
44 Br -0.51758 1.52469 7.84868
45 C -0.53811 1.47284 5.99263
46 C 0.14727 0.40343 5.43235
47 C 0.24750 0.46146 4.03277
48 C -0.62510 1.34086 3.28442
49 C -1.35435 2.35428 3.88045
50 C -1.34831 2.38095 5.24352
51 H 0.60313 -0.38152 6.00985
52 H 1.32721 0.29924 3.70401
53 H -1.70952 3.15502 3.22991
54 H -1.72628 3.18686 5.84762

- largest force on an atom (hartree/bohr) = 0.1045
- HOMO level (eV) = -13.04
- lowest unoccupied orbital energy (Ha) = -0.29194
- net charge = +2
- frontier orbital gap (hartree) = 0.1873

=====

[3]
Molecular formula: C6H28BCrIO6
Method: DFT, the ωB97M-V functional and the def2-TZVPD basis

Cartesian coordinates (Å):
1 Cr -28.82346 -0.68207 -18.60973
2 B -29.01013 -1.16840 -16.54867
3 H -27.95553 -1.53432 -16.89212
4 H -29.83198 -1.72051 -17.14822
5 H -29.14471 -1.29936 -15.39693
6 H -28.95376 -0.02484 -16.84927
7 I -29.34942 1.97939 -18.79977
8 C -32.58391 -1.75363 -14.97385
9 O -33.01869 -0.40930 -15.11783
10 H -33.09564 -2.21558 -14.12382
11 H -32.81467 -2.37005 -15.84548
12 H -31.52331 -1.73711 -14.74514
13 H -33.94977 -0.36785 -15.34947
14 C -31.97785 -0.77885 -18.29641
15 O -30.79384 -1.20521 -19.01144
16 H -32.62968 -0.20081 -18.94872
17 H -32.53577 -1.65607 -17.96907
18 H -31.70312 -0.21560 -17.41107
19 H -31.06326 -1.72646 -19.77528
20 C -29.00625 -3.91724 -18.56449
21 O -28.46835 -2.70526 -19.14685
22 H -29.87750 -3.73875 -17.94609
23 H -29.27828 -4.61290 -19.36197
24 H -28.23555 -4.43112 -17.99037
25 H -27.85820 -2.99668 -19.83385
26 C -30.02927 0.33160 -13.33007
27 O -29.12958 1.28014 -12.74972
28 H -30.02483 0.49267 -14.40552
29 H -29.60293 -0.65431 -13.12744
30 H -31.06412 0.45309 -13.00530
31 H -28.95868 0.99054 -11.84975
32 C -25.98276 0.29730 -17.65704
33 O -26.75578 -0.52694 -18.58154
34 H -25.79641 1.24220 -18.16587
35 H -26.53951 0.50312 -16.74910
36 H -25.03193 -0.17975 -17.43931
37 H -26.13027 -1.11173 -19.01804
38 C -28.52272 -4.47920 -14.59364
39 O -29.70828 -3.78542 -14.99160
40 H -27.82692 -4.55275 -15.43749
41 H -28.02852 -3.95132 -13.77466
42 H -28.78865 -5.48201 -14.27192
43 H -29.40580 -2.91010 -15.27376

- largest force on an atom (hartree/bohr) = 0.0370
- 2S+1 = 4
- ⟨S²⟩ = 4.060
- HOMO level (spin up / spin down) (eV) = -12.15 / -12.15
- lowest unoccupied orbital energy (spin up / spin down) (Ha) = -0.22578 / -0.13980
- net charge = +1
- frontier orbital gap (spin up / spin down) (hartree) = 0.2206 / 0.3067

=====

[4]
Molecular formula: C37H33BN11O4PbSTe
Method: DFT, the ωB97M-V functional and the def2-TZVPD basis

Cartesian coordinates (Å):
1 Pb 1.34960 0.86650 -0.53900
2 C 5.99874 1.79641 0.84375
3 O 5.99560 0.58034 1.58224
4 C 5.58503 -0.56169 0.92892
5 C 6.38452 -1.67083 1.07704
6 C 6.02452 -2.90103 0.52464
7 C 4.86035 -2.98286 -0.19629
8 C 4.01358 -1.87196 -0.36870
9 C 2.84826 -2.10168 -1.17982
10 N 1.88180 -1.30162 -1.47263
11 N 1.02538 -1.83239 -2.41340
12 C -0.05456 -1.15207 -2.67986
13 O -0.45472 -0.07687 -2.09639
14 C -0.87872 -1.72583 -3.78677
15 C -1.86587 -0.95325 -4.38570
16 C -2.59763 -1.44556 -5.45568
17 C -2.35270 -2.72498 -5.92809
18 C -1.37546 -3.50950 -5.32831
19 C -0.64423 -3.01710 -4.26131
20 C 4.34177 -0.62181 0.22634
21 O 3.58066 0.42639 0.19440
22 H 6.38807 2.55050 1.52574
23 H 5.00355 2.07728 0.50662
24 H 6.66295 1.71951 -0.02438
25 H 7.29661 -1.56653 1.65146
26 H 6.65950 -3.76687 0.65515
27 H 4.56606 -3.92345 -0.64775
28 H 2.78882 -3.08757 -1.64474
29 H -2.03515 0.04314 -4.00575
30 H -3.35591 -0.82841 -5.92173
31 H -2.91258 -3.10970 -6.77166
32 H -1.18653 -4.51091 -5.69457
33 H 0.12176 -3.60449 -3.77838
34 B -0.21259 3.51002 -3.08733
35 N -1.16284 2.82605 -2.04768
36 C -2.26349 2.15759 -2.31595
37 C -2.96738 1.89746 -1.11473
38 C -2.12412 2.56882 -0.13784
39 N -1.05597 3.08224 -0.72090
40 N 0.98440 2.61357 -3.52546
41 C 1.49247 2.63398 -4.76564
42 C 2.67830 1.91879 -4.77839
43 C 2.81959 1.47888 -3.46411
44 N 1.79943 1.91044 -2.72248
45 H -0.87390 3.72178 -4.07148
46 H 0.21004 4.50321 -2.56572
47 H -2.55012 1.91561 -3.32381
48 H -4.03338 1.73782 -1.07125
49 H -2.30774 2.75263 0.90957
50 H 0.98752 3.16151 -5.55644
51 H 3.33578 1.73989 -5.61052
52 H 3.59499 0.87708 -3.01622
53 O 0.40857 -0.94709 1.45972
54 N -0.60858 -1.66770 1.33552
55 C -0.66698 -2.70938 2.14994
56 C -1.64330 -3.73344 2.06906
57 N -2.36977 -4.62708 2.05792
58 C 0.30225 -2.81998 3.18995
59 N 1.06669 -2.77642 4.05111
60 N 2.73574 0.58757 2.98822
61 C 1.60735 1.31455 3.03166
62 S 1.45968 2.66049 2.03783
63 N 0.72305 0.91039 3.98721
64 C -0.60250 1.28804 4.26716
65 C -1.13083 2.55850 4.03999
66 C -2.44870 2.82305 4.38385
67 C -3.24872 1.85270 4.96333
68 C -2.71699 0.59794 5.21578
69 C -1.40514 0.32087 4.87840
70 H 3.28694 0.70035 2.14046
71 H 2.72775 -0.34505 3.38077
72 H 0.94321 0.00068 4.37247
73 H -0.51290 3.32732 3.61198
74 H -2.84233 3.81792 4.21161
75 H -4.27451 2.07233 5.22557
76 H -3.33066 -0.17181 5.66585
77 H -0.98581 -0.65486 5.09938
78 Te -1.99789 0.00220 -0.01683
79 C -3.79990 -0.21556 1.14945
80 C -4.73362 0.75813 1.48273
81 C -5.86519 0.42894 2.21722
82 C -6.07956 -0.87241 2.64190
83 C -5.16066 -1.85796 2.30448
84 C -4.05339 -1.52798 1.54394
85 H -4.58668 1.78768 1.17706
86 H -6.57852 1.20380 2.47250
87 H -6.96339 -1.12091 3.21570
88 H -5.29653 -2.88367 2.62386
89 H -3.37226 -2.30062 1.22427

- largest force on an atom (hartree/bohr) = 0.0291
- HOMO level (eV) = -5.08
- lowest unoccupied orbital energy (Ha) = 0.06721
- net charge = -1
- relative energy (zero: lowest compared OMol25 entry of this formula, charge and spin) (kJ/mol) = 0.0
- frontier orbital gap (hartree) = 0.2539

=====

[5]
Molecular formula: C25H22Cl3IrN4O3S
Method: DFT, the ωB97M-V functional and the def2-TZVPD basis

Cartesian coordinates (Å):
1 Ir 0.16870 0.34833 0.49333
2 O 2.08737 -0.22008 1.13313
3 C 2.65168 0.69440 1.91891
4 C 3.99559 1.02706 1.73071
5 C 4.61194 1.93793 2.56439
6 C 3.93163 2.53670 3.62591
7 C 2.61594 2.20285 3.84679
8 C 1.95844 1.30674 2.99440
9 C 0.63907 0.83586 3.30421
10 N -0.12300 0.23229 2.46073
11 C -1.30140 -0.53137 2.93630
12 C -1.50564 -1.63262 1.89666
13 N -1.47044 -0.87822 0.64561
14 C -2.42837 -0.95950 -0.20598
15 C -2.69558 0.00658 -1.21578
16 C -3.65336 -0.23589 -2.21499
17 C -4.06098 0.77817 -3.04409
18 C -3.55327 2.06754 -2.84461
19 C -2.64000 2.34609 -1.85164
20 C -2.17021 1.30743 -1.03587
21 O -1.28871 1.59094 -0.09469
22 H 4.53085 0.58865 0.89880
23 H 5.64681 2.19974 2.38380
24 H 4.43622 3.24258 4.26952
25 H 2.07324 2.63083 4.68117
26 H 0.29949 0.86690 4.33769
27 H -2.16459 0.13435 2.97835
28 H -1.08451 -0.93362 3.92348
29 H -2.45942 -2.14442 2.01432
30 H -0.67985 -2.34277 1.93171
31 H -3.14630 -1.76392 -0.05194
32 H -4.06528 -1.23287 -2.31698
33 H -4.78444 0.59617 -3.82557
34 H -3.88919 2.87195 -3.48705
35 H -2.25220 3.34363 -1.69800
36 Cl 0.84832 5.52292 -4.45474
37 C 0.97960 4.45241 -3.10140
38 C 0.75029 3.09941 -3.28031
39 C 0.85912 2.27208 -2.18062
40 Cl 0.56905 0.55983 -2.36127
41 C 1.17917 2.72324 -0.89966
42 O 1.33144 1.93763 0.14167
43 C 1.39910 4.10568 -0.77420
44 Cl 1.80001 4.73092 0.78230
45 C 1.30819 4.96283 -1.85463
46 H 0.48788 2.69959 -4.24893
47 H 1.48517 6.02019 -1.72246
48 S 0.65100 -2.19585 -0.45362
49 C 2.16672 -2.26914 -1.23059
50 N 2.33878 -2.76304 -2.45529
51 C 3.73257 -2.69639 -2.89152
52 C 4.40852 -1.97435 -1.70118
53 N 3.32840 -1.88364 -0.71782
54 H 1.57387 -3.14271 -2.98495
55 H 3.81224 -2.12641 -3.81585
56 H 4.14044 -3.69280 -3.05434
57 H 4.76800 -0.98263 -1.97592
58 H 5.23973 -2.54898 -1.29792
59 H 3.28109 -1.21300 0.04664

- largest force on an atom (hartree/bohr) = 0.0252
- 2S+1 = 2
- ⟨S²⟩ = 0.758
- HOMO level (spin up / spin down) (eV) = -10.40 / -10.40
- lowest unoccupied orbital energy (spin up / spin down) (Ha) = -0.12985 / -0.17402
- net charge = +1
- relative energy (zero: lowest compared OMol25 entry of this formula, charge and spin) (kJ/mol) = 274.3
- frontier orbital gap (spin up / spin down) (hartree) = 0.2524 / 0.2082

=====

[6]
Molecular formula: C5H6O2
Method: DFT, the ωB97M-V functional and the def2-TZVPD basis

Cartesian coordinates (Å):
1 C -1.57765 0.36694 1.01092
2 C -0.61394 -0.24693 0.63759
3 C 0.25736 -1.24528 0.02991
4 C 0.85881 -0.91293 -1.33244
5 H -2.45319 0.89461 1.29697
6 H 1.00225 -1.65397 0.72037
7 H -0.51920 -2.01287 -0.07562
8 H 1.63200 -0.14340 -1.26315
9 H 1.30420 -1.81875 -1.75800
10 H 0.08533 -0.55821 -2.02102
11 O 0.99344 1.91124 0.59455
12 C -0.00597 2.41786 0.91840
13 O -0.96344 3.00169 1.24151

- SMILES = C#CCC.O=C=O
- largest force on an atom (hartree/bohr) = 0.0171
- HOMO level (eV) = -9.91
- lowest unoccupied orbital energy (Ha) = 0.02998
- relative energy (zero: lowest compared OMol25 entry of this formula, charge and spin) (kJ/mol) = 126.2
- frontier orbital gap (hartree) = 0.3942

=====

[7]
Molecular formula: C5H6K2NO3
Method: DFT, the ωB97M-V functional and the def2-TZVPD basis

Cartesian coordinates (Å):
1 K -2.18318 -0.12091 0.08985
2 K -1.61644 -2.42322 -3.13309
3 O 1.16977 -2.16956 0.55059
4 C 0.26029 -2.99245 -0.04482
5 O 0.42881 -4.20877 0.03371
6 O -0.70858 -2.41868 -0.65011
7 H 1.74028 -2.79907 1.02980
8 N 0.84350 0.90144 0.42446
9 C -0.08701 1.32992 1.33549
10 C -0.71551 2.42636 0.74256
11 C -0.34816 2.43198 -0.61569
12 C 0.63663 1.46127 -0.80593
13 H 1.54945 0.18901 0.54205
14 H -0.06214 0.99007 2.35733
15 H -1.41620 3.09889 1.21200
16 H -0.70118 3.09516 -1.38949
17 H 1.20967 1.20855 -1.67873

- largest force on an atom (hartree/bohr) = 0.0410
- HOMO level (eV) = -11.73
- lowest unoccupied orbital energy (Ha) = -0.15176
- net charge = +1
- relative energy (zero: lowest compared OMol25 entry of this formula, charge and spin) (kJ/mol) = 0.0
- frontier orbital gap (hartree) = 0.2791

=====

[8]
Molecular formula: C3HN2O3
Method: DFT, the ωB97M-V functional and the def2-TZVPD basis

Cartesian coordinates (Å):
1 C 0.90505 1.07633 1.47448
2 C -0.26789 -0.81240 -0.18417
3 C -1.22773 0.05002 -2.25072
4 N -0.95853 -0.70972 -1.35929
5 N 1.24396 0.18953 2.25242
6 O 0.66715 2.20705 1.19107
7 O -1.52546 0.73279 -3.18758
8 O -0.11063 -1.97550 0.29429
9 H 1.27407 -0.75811 1.76950

- largest force on an atom (hartree/bohr) = 0.0928
- HOMO level (eV) = -2.96
- lowest unoccupied orbital energy (Ha) = 0.13735
- net charge = -1
- relative energy (zero: lowest compared OMol25 entry of this formula, charge and spin) (kJ/mol) = 216.2
- frontier orbital gap (hartree) = 0.2462